Run one
{"formula": "C28H45BrHfN2OP2", "method": "the ωB97M-V functional and the def2-TZVPD basis", "symbols": ["H", "H", "Hf", "C", "H", "H", "H", "H", "C", "H", "H", "H", "H", "H", "H", "C", "H", "H", "C", "H", "C", "H", "H", "H", "C", "C", "H", "C", "C", "H", "C", "C", "H", "H", "H", "H", "H", "H", "N", "H", "C", "H", "C", "C", "H", "P", "C", "C", "H", "C", "H", "C", "C", "C", "H", "H", "H", "H", "P", "C", "H", "C", "H", "C", "C", "H", "C", "O", "C", "C", "N", "H", "H", "C", "H", "H", "H", "Br", "H", "H"], "coordinates": [[5.51808, 0.11659, -0.17319], [-1.02799, -0.53471, 6.70214], [0.04799, -0.05282, 0.53609], [0.01721, 2.04265, -0.14784], [1.93842, 0.61971, -2.35228], [3.23404, -2.07954, 1.24381], [-4.76633, 4.72217, 0.72910], [4.82712, -0.46117, -2.21424], [0.93922, 2.95809, -2.27020], [-0.71721, -2.68016, 4.20521], [4.25229, -3.73351, -0.30418], [4.34860, 1.25230, -2.03262], [-1.83886, -3.40739, 0.09411], [-2.17451, 0.37950, 5.66228], [-1.93692, 0.67967, -2.19286], [-0.57529, 0.04952, 3.52713], [-0.53441, 1.03566, 5.97665], [-3.62249, -3.47124, -1.71642], [4.06534, 0.28482, -2.47137], [5.59831, 0.99839, 1.35145], [2.82118, 4.40695, -0.88199], [-0.03189, -1.72509, -3.09637], [-3.33581, -0.00301, -1.39865], [1.77667, 3.81805, 0.93395], [-2.47172, 2.15993, 0.82085], [4.10209, -2.70271, -0.64766], [-1.39993, -4.29150, -2.02503], [0.91659, 2.92944, -0.85945], [-2.48829, -0.26487, -2.05324], [3.14029, 0.86406, 1.65694], [-5.13746, 2.72631, 1.49243], [-0.37684, -2.38378, -2.28383], [-0.22521, -2.24906, 5.84668], [5.07978, -0.69452, 1.35498], [-3.60538, -1.68836, -3.28962], [2.00858, 3.70938, -3.99563], [-5.26298, 0.65775, 2.15021], [-2.39533, 4.18999, 0.08604], [2.88234, 4.34974, -2.21414], [3.52634, 1.73010, 0.18627], [-3.76029, -2.90827, -0.78564], [-0.41803, -4.16687, -3.48337], [-2.43659, -2.51331, -0.14468], [-3.02843, 3.44043, 0.56975], [-4.31019, -3.56517, -0.10141], [2.43978, -0.37831, -0.23783], [-4.63728, 1.43638, 1.72261], [2.67026, -0.14437, -2.04455], [-0.95403, 1.08177, 3.49358], [-2.96613, -0.80268, -3.39530], [-2.12605, -1.04138, -4.06008], [1.84585, 3.72285, -0.15496], [-1.11567, 0.11117, 5.81938], [3.58668, 0.73830, 0.65805], [-2.61821, -2.01346, 0.82224], [4.08296, 0.40310, -3.56139], [-2.90938, 0.16630, 1.56092], [-1.97190, -3.34879, -3.42779], [-1.36244, -1.37195, -1.11029], [-0.11634, -1.98218, 4.79430], [-4.40375, -2.04240, -0.98524], [-4.34993, 3.72939, 0.91301], [0.53701, -2.68237, -1.74158], [-1.09316, -3.60939, -2.82673], [-3.30778, 1.17460, 1.39219], [0.94476, -2.06073, 4.52939], [-1.11377, 1.79316, 0.46133], [-0.13440, -0.48513, 2.44257], [5.02204, 0.24921, 0.79581], [1.96094, 3.67135, -2.90136], [-0.60131, -0.60232, 4.66225], [3.55115, 5.03519, -0.36039], [3.87028, -2.74381, -1.71978], [2.97555, -2.09108, 0.17298], [2.35430, -1.07597, -2.54244], [0.14704, 2.47213, -2.85198], [2.06926, -2.71208, 0.08471], [-6.92414, 3.07675, 2.01332], [-3.57071, -0.03692, -3.89504], [5.05642, -2.18047, -0.51199]], "lumo_energy_ev": [-15.57, -15.66], "charge": 4, "orbital_gap_ev": [3.32, 3.19], "homo_ev": [-18.88, -18.85]}


Run two
{"formula": "C28H45BrHfN2OP2", "method": "the ωB97M-V functional and the def2-TZVPD basis", "symbols": ["H", "H", "H", "Br", "H", "H", "C", "H", "H", "H", "C", "C", "H", "H", "H", "H", "H", "O", "H", "H", "H", "H", "H", "H", "H", "Hf", "H", "C", "C", "C", "H", "H", "C", "C", "N", "C", "H", "C", "C", "C", "H", "H", "C", "C", "C", "H", "C", "P", "H", "N", "C", "C", "H", "H", "H", "H", "H", "H", "P", "H", "H", "H", "C", "H", "C", "C", "C", "H", "H", "H", "C", "C", "H", "C", "H", "C", "H", "H", "C", "C"], "coordinates": [[-2.19739, 3.43199, -2.12359], [-0.47523, 2.78713, -0.51707], [3.59689, -1.20374, 1.06492], [0.65932, 2.96377, 1.84164], [0.81911, 0.44393, -2.13498], [3.61849, -0.11768, -1.33180], [-3.39209, -0.28771, -0.52735], [-0.79257, -3.58115, 1.58413], [-1.56212, -1.50733, -2.50751], [-1.75321, -1.67072, -0.12435], [-2.56038, -4.76185, -2.92519], [0.08717, -0.28599, -1.74810], [5.94468, 1.68080, -2.30673], [-0.86415, 2.77017, 4.64088], [-2.75128, 1.78127, -2.34452], [-1.12713, -4.28652, -6.45746], [-3.71104, 0.73266, -0.29052], [-0.92399, 0.33875, 3.48269], [5.77724, -0.07418, -2.52819], [4.19157, 3.92729, -3.20230], [3.86264, 4.46633, -0.47088], [-3.03388, -4.88771, -1.95559], [-2.06685, 2.35449, 0.03348], [-0.30313, -1.13912, -3.68753], [4.63832, 1.02436, -3.33556], [0.38695, 0.44028, 2.11521], [6.11869, 3.45759, -0.81143], [0.21889, -3.58156, -0.93000], [-1.77038, 0.16175, 4.43128], [-2.85145, 0.95320, 6.37461], [-3.36236, -0.40040, -1.61720], [0.65795, -1.16888, -1.41823], [0.11886, -2.99277, 1.43155], [1.66322, -1.29461, 2.10980], [-2.77725, -4.78250, -5.29642], [-2.07097, -0.65404, 0.14814], [1.43174, 2.96847, -2.18729], [4.30585, 0.74180, -1.20737], [-1.94754, 2.55867, 4.59973], [3.11978, 4.05520, -3.02612], [-3.59358, 0.16161, 6.31880], [-3.31027, 1.87715, 6.71054], [-1.30745, 2.09588, -0.71780], [4.09703, 3.50307, 0.00775], [-3.31400, -4.94401, -4.08995], [-2.22559, -0.66546, 1.24198], [2.21310, -2.62625, 0.21066], [3.27677, 2.21288, -0.93797], [2.81043, -2.97830, -0.62292], [-2.27083, 1.19363, 5.06339], [-1.22477, -4.33906, -3.03342], [2.49188, 2.79133, -2.45906], [-2.07953, 0.63822, 7.08401], [2.49875, 1.97129, -3.19650], [-2.47077, 3.26429, 5.24519], [-2.26886, 2.72367, 3.55864], [5.87915, 2.34890, 0.56427], [-4.16550, -0.97391, -0.16043], [-0.65064, 0.44101, -0.21888], [0.36429, -3.91220, -4.48150], [-4.36387, -5.22938, -4.02991], [0.02388, -2.09473, 3.37795], [5.61487, 3.33673, 0.15791], [5.99735, 4.11134, 0.83720], [5.22020, 0.86497, -2.42018], [-0.88689, -0.71536, -2.85606], [-0.48881, -3.89986, -1.87706], [2.63828, 4.28132, -3.98092], [-2.01651, -0.86273, 4.68501], [-1.13085, 2.26656, -2.90695], [0.87456, -3.11604, 0.26380], [-1.86821, 2.38291, -2.10650], [3.60512, 3.53340, 1.00044], [-0.66721, -4.22083, -4.32797], [4.87349, 0.53800, -0.28132], [2.61296, -1.67988, 1.15595], [-1.48469, 0.10994, -3.26872], [2.97300, 4.91591, -2.36814], [0.54301, -2.08899, 2.42544], [-1.50477, -4.42242, -5.44023]], "lumo_energy_ev": [-15.80, -15.80], "charge": 4, "orbital_gap_ev": [2.20, 2.21], "homo_ev": [-18.00, -18.01]}


Preferred: run one; penalty for the next structure: 0.0437 hartree.


Run one
{"formula": "C4H5Cl2NO", "method": "the ωB97M-V functional and the def2-TZVPD basis", "symbols": ["H", "H", "C", "C", "H", "H", "H", "N", "C", "Cl", "C", "Cl", "O"], "coordinates": [[0.89698, -1.07064, -0.88062], [-2.15885, -1.13213, 1.60579], [0.25989, -0.30139, -0.37830], [0.12106, 0.96760, -1.30729], [0.19684, 1.86225, -0.69718], [0.93629, 0.97529, -2.09731], [-0.82721, 0.75375, -1.77803], [-1.37734, -0.58589, 1.48809], [-0.94053, -0.79360, 0.32447], [-1.97416, -1.72384, -0.71052], [1.30448, 0.35546, 1.12076], [2.35340, -0.76897, 1.84319], [1.20917, 1.46212, 1.46695]], "lumo_energy_ev": 0.55, "charge": 0, "orbital_gap_ev": 10.51, "homo_ev": -9.96}


Run two
{"formula": "C4H5Cl2NO", "method": "the ωB97M-V functional and the def2-TZVPD basis", "symbols": ["H", "C", "C", "H", "H", "H", "H", "O", "N", "C", "Cl", "Cl", "C"], "coordinates": [[-0.71542, 1.82447, 0.51879], [0.11514, -1.48564, 0.87701], [-0.92039, 0.72855, 0.39193], [1.05470, 0.28427, 0.74776], [-1.85753, 0.57550, 1.11589], [-1.41727, 0.37372, -0.50429], [-1.14843, -2.87162, 1.45652], [-0.91088, -2.32563, 0.68095], [0.44539, 2.71137, -2.45576], [1.22078, 1.87186, -2.47217], [1.52155, -2.34075, 1.31680], [2.44611, 0.81764, -2.34356], [0.16623, -0.16375, 0.67014]], "lumo_energy_ev": 0.40, "charge": 0, "smiles": "C/C=C(\\O)Cl.N#CCl", "orbital_gap_ev": 9.25, "homo_ev": -8.85}


Preferred: run one; penalty for the next structure: 0.0298 hartree.


Run one
{"formula": "CH4INS", "method": "the ωB97M-V functional and the def2-TZVPD basis", "symbols": ["S", "I", "H", "H", "C", "N", "H", "H"], "coordinates": [[-0.70767, -2.10627, 0.96331], [-0.47388, -2.46313, -2.01453], [0.55931, 0.84124, 0.29985], [0.13892, 0.21781, -1.54725], [-0.10356, 0.36646, -0.51834], [0.32513, -1.68948, -0.29865], [0.00150, -1.41319, 1.74929], [-1.20888, 0.52733, -0.26338]], "lumo_energy_ev": [-0.45, -0.45], "charge": 0, "orbital_gap_ev": [7.63, 7.63], "homo_ev": [-8.08, -8.08]}


Run two
{"formula": "CH4INS", "method": "the ωB97M-V functional and the def2-TZVPD basis", "symbols": ["S", "H", "I", "C", "H", "N", "H", "H"], "coordinates": [[-0.42364, -0.72466, 0.87766], [0.74680, 0.97907, -0.10625], [2.67672, -0.34634, 1.39856], [-0.27349, 0.68549, -0.26040], [0.91646, -2.55955, 1.35877], [1.08768, -1.30798, 0.55684], [-1.00314, 1.48017, 0.15720], [-0.50129, 0.56090, -1.30738]], "lumo_energy_ev": -0.58, "charge": 0, "orbital_gap_ev": 7.78, "homo_ev": -8.36}


Preferred: run two; penalty for the next structure: 0.0234 hartree.